Formula: C28H32BO3
Source: the Open Molecules 2025 dataset
Level of theory: wB97M-V/def2-TZVPD

Each line ends with the natural charge from an NBO analysis.
Element x y z (Å)
C: -2.51 -0.76 -3.27  -0.26
O: -1.46 0.21 -2.93  -0.79
B: -0.74 -0.14 -1.70  1.05
O: -0.52 0.98 -0.72  -0.99
C: -0.18 -1.62 -1.26  -0.99
C: 1.09 -2.12 -2.16  -0.51
C: 1.17 -1.50 -3.68  0.40
O: 1.25 -2.39 -4.71  -0.64
H: -2.83 -0.53 -4.40  0.16
H: -3.39 -0.61 -2.51  0.17
H: -2.11 -1.87 -3.27  0.21
H: -0.19 0.62 0.16  0.49
H: 0.26 -1.50 -0.16  0.15
H: 2.09 -1.85 -1.61  0.20
H: 0.99 -3.30 -2.26  0.20
H: 1.21 -0.37 -3.98  0.15
C: -4.69 1.76 -0.45  -0.22
C: -3.91 1.08 0.48  -0.15
C: -4.51 0.55 1.63  -0.23
C: -5.88 0.70 1.83  -0.23
C: -6.65 1.38 0.89  -0.23
C: -6.06 1.91 -0.25  -0.23
H: -4.22 2.17 -1.34  0.22
H: -2.84 0.95 0.32  0.24
H: -3.90 0.02 2.36  0.22
H: -6.35 0.28 2.72  0.20
H: -7.72 1.49 1.05  0.20
H: -6.66 2.45 -0.98  0.20
C: 3.47 3.64 1.58  -0.23
C: 2.26 4.06 1.01  -0.23
C: 1.84 3.51 -0.20  -0.21
C: 2.62 2.54 -0.84  -0.14
C: 3.82 2.13 -0.27  -0.23
C: 4.25 2.68 0.94  -0.22
H: 3.80 4.07 2.52  0.20
H: 1.65 4.80 1.51  0.21
H: 0.91 3.84 -0.65  0.22
H: 2.29 2.11 -1.78  0.22
H: 4.43 1.37 -0.76  0.21
H: 5.19 2.36 1.39  0.20
C: 5.20 -4.08 -3.27  -0.22
C: 5.61 -5.08 -2.39  -0.23
C: 4.73 -6.11 -2.05  -0.23
C: 3.45 -6.14 -2.60  -0.22
C: 3.05 -5.14 -3.48  -0.19
C: 3.92 -4.11 -3.82  -0.21
H: 5.89 -3.27 -3.53  0.20
H: 6.61 -5.06 -1.97  0.20
H: 5.05 -6.89 -1.36  0.20
H: 2.77 -6.95 -2.34  0.21
H: 2.05 -5.17 -3.91  0.23
H: 3.60 -3.33 -4.50  0.24
C: -1.00 2.72 3.94  -0.16
C: -0.23 2.03 4.88  -0.23
C: -0.83 1.51 6.02  -0.22
C: -2.20 1.65 6.22  -0.22
C: -2.97 2.33 5.28  -0.22
C: -2.37 2.87 4.14  -0.22
H: -0.54 3.13 3.05  0.21
H: 0.84 1.91 4.72  0.21
H: -0.22 0.98 6.76  0.21
H: -2.66 1.24 7.11  0.21
H: -4.04 2.45 5.44  0.21
H: -2.98 3.40 3.41  0.22

Summary:
- HOMO-LUMO gap (hartree) = 0.190
- net charge = -1
- HOMO level (eV) = -2.53
- LUMO energy (eV) = 2.622

---

Formula: C28H32Br2N6OPdSb
Source: the Open Molecules 2025 dataset
Level of theory: wB97M-V/def2-TZVPD

Each line ends with the Mulliken spin population.
Element x y z (Å)
Pd: 0.31 -0.90 0.73  1.21
Br: -3.31 -4.54 0.70  0.00
C: -2.40 -3.79 2.16  0.04
C: -2.74 -4.21 3.46  -0.01
C: -2.11 -3.69 4.56  0.01
Br: -2.61 -4.27 6.28  0.00
C: -1.10 -2.71 4.40  -0.01
C: -0.40 -2.09 5.46  0.01
C: 0.55 -1.14 5.20  0.00
C: 0.82 -0.80 3.87  0.01
N: 0.20 -1.36 2.86  0.09
C: -0.76 -2.31 3.09  -0.08
C: -1.41 -2.85 1.93  0.04
O: -1.07 -2.45 0.73  0.15
H: -3.51 -4.95 3.58  0.00
H: -0.64 -2.37 6.48  0.00
H: 1.09 -0.66 6.00  0.00
H: 1.56 -0.05 3.62  0.00
C: 5.56 -1.22 -0.22  0.00
N: 4.87 -0.47 0.83  0.00
C: 5.57 -0.20 2.09  0.00
C: 3.58 -0.28 0.75  -0.01
N: 2.44 -0.08 0.68  0.03
H: 6.47 -0.68 -0.50  0.00
H: 4.91 -1.30 -1.08  0.00
H: 5.82 -2.22 0.14  0.00
H: 6.48 0.36 1.87  0.00
H: 5.82 -1.13 2.59  0.00
H: 4.94 0.40 2.73  0.00
N: 1.72 2.82 -9.36  0.00
C: 1.46 2.26 -8.39  0.00
C: 1.15 1.58 -7.17  0.00
C: 1.37 2.20 -5.94  0.00
C: 1.06 1.54 -4.77  0.00
C: 0.54 0.25 -4.81  0.00
C: 0.31 -0.37 -6.03  0.00
C: 0.62 0.29 -7.21  0.00
N: 0.22 -0.43 -3.60  0.00
C: -0.54 -1.58 -3.46  0.00
C: -0.57 -1.87 -2.14  0.00
N: 0.17 -0.93 -1.46  0.11
C: 0.63 -0.09 -2.35  -0.01
H: 1.77 3.20 -5.91  0.00
H: 1.22 2.05 -3.83  0.00
H: -0.08 -1.38 -6.08  0.00
H: 0.45 -0.19 -8.16  0.00
H: -1.01 -2.06 -4.30  0.00
H: -1.07 -2.67 -1.61  0.00
H: 1.27 0.75 -2.14  0.00
C: 0.16 3.59 0.72  0.01
C: -1.07 2.94 0.10  0.05
Sb: -1.45 1.03 0.94  0.28
C: -3.22 0.37 -0.02  0.01
C: -4.20 1.46 -0.42  0.01
C: -2.02 1.47 2.94  0.03
C: -3.03 2.60 3.09  0.01
H: 0.37 4.56 0.26  0.00
H: 1.05 2.96 0.59  0.00
H: 0.03 3.75 1.79  0.00
H: -0.95 2.80 -0.98  0.00
H: -1.96 3.54 0.25  0.00
H: -3.67 -0.37 0.65  0.00
H: -2.87 -0.19 -0.89  0.00
H: -4.59 2.00 0.45  0.00
H: -5.06 1.04 -0.94  0.00
H: -3.75 2.19 -1.08  0.00
H: -1.09 1.69 3.48  0.00
H: -2.39 0.53 3.36  0.00
H: -2.68 3.53 2.64  0.00
H: -3.22 2.81 4.15  0.00
H: -3.98 2.35 2.63  0.00

Summary:
- HOMO-LUMO gap (spin up / spin down) (hartree) = 0.270 / 0.222
- spin multiplicity = 3
- net charge = +1
- HOMO level (spin up / spin down) (eV) = -9.80 / -9.86
- ⟨S²⟩ = 2.007
- LUMO energy (spin up / spin down) (eV) = -2.447 / -3.832

---

Number 1: calculated total energy -1336.6691 a.u.. Number 2: calculated total energy -7005.8647 a.u..